(1)
Molecular formula: C33H24N3O4Ti
Method: DFT, wB97M-V/def2-TZVPD

Results
LUMO energy (alpha / beta): 2.3 / 2.3 eV
HOMO-LUMO gap (alpha / beta): 4.8 / 4.8 eV
Charge: -1
HOMO (alpha / beta): -2.53 / -2.53 eV

Last column: Löwdin charge in e.
Cartesian coordinates (Å):
Ti1 -0.10 0.30 0.44  1.111
C1 0.77 0.40 -2.85  -0.047
O1 -0.26 0.16 -1.90  -0.186
C2 -1.54 0.48 -2.29  -0.225
C3 -1.92 0.78 -3.58  -0.031
C4 -3.26 1.04 -3.85  -0.113
C5 -4.19 0.98 -2.83  -0.109
C6 -3.81 0.68 -1.53  -0.015
C7 -2.47 0.44 -1.23  -0.199
N1 -1.97 0.14 0.04  -0.149
N2 -3.01 -0.16 0.90  0.025
C8 -2.73 -0.52 2.16  -0.195
C9 -1.46 -0.68 2.76  -0.286
O2 -0.34 -0.54 2.01  -0.195
C10 -1.31 -1.00 4.12  -0.031
C11 -2.39 -1.22 4.93  -0.081
C12 -3.69 -1.14 4.39  -0.193
C13 -4.84 -1.39 5.18  -0.066
C14 -6.10 -1.32 4.65  -0.123
C15 -6.27 -0.99 3.29  -0.115
C16 -5.18 -0.74 2.51  -0.039
C17 -3.87 -0.80 3.02  -0.097
H1 0.82 1.46 -3.10  0.111
H2 1.70 0.09 -2.38  0.082
H3 0.60 -0.20 -3.75  0.094
H4 -1.19 0.83 -4.37  0.097
H5 -3.56 1.29 -4.86  0.090
H6 -5.24 1.18 -3.04  0.092
H7 -4.52 0.63 -0.72  0.091
H8 -0.30 -1.07 4.49  0.111
H9 -2.26 -1.46 5.98  0.090
H10 -4.70 -1.64 6.22  0.099
H11 -6.96 -1.51 5.28  0.086
H12 -7.27 -0.94 2.87  0.085
H13 -5.30 -0.48 1.46  0.089
C18 4.16 1.77 -0.27  -0.099
C19 4.89 0.59 -0.37  -0.108
C20 4.22 -0.62 -0.26  -0.058
C21 2.84 -0.64 -0.05  -0.208
C22 2.08 0.54 0.03  -0.127
C23 2.79 1.74 -0.08  -0.104
C24 2.10 -1.92 0.08  -0.200
C25 2.79 -3.14 0.35  -0.001
C26 2.08 -4.29 0.47  -0.009
C27 0.67 -4.27 0.33  -0.158
C28 -0.12 -5.43 0.45  -0.049
C29 -1.48 -5.36 0.34  -0.086
C30 -2.09 -4.12 0.09  -0.055
C31 -1.35 -2.98 -0.04  0.014
C32 0.06 -3.02 0.08  -0.169
N3 0.79 -1.87 -0.04  0.114
H14 4.68 2.72 -0.35  0.093
H15 5.96 0.61 -0.54  0.091
H16 4.79 -1.54 -0.35  0.091
H17 2.26 2.68 -0.03  0.085
H18 3.86 -3.13 0.48  0.098
H19 2.58 -5.23 0.69  0.114
H20 0.38 -6.38 0.65  0.106
H21 -2.08 -6.25 0.44  0.097
H22 -3.17 -4.05 0.01  0.108
H23 -1.83 -2.02 -0.21  0.092
O3 -0.29 2.07 1.63  -0.081
C33 -0.33 2.85 0.64  -0.503
O4 -0.16 2.43 -0.52  -0.077
H24 -0.53 3.92 0.82  0.134



(2)
Molecular formula: C20H34Cl10N2O2
Method: DFT, wB97M-V/def2-TZVPD

Results
LUMO energy: -1.1 eV
HOMO-LUMO gap: 7.9 eV
HOMO: -8.99 eV
SMILES: CNCC1=CC(=O)C(CCN)=CC1=O.ClCCCl.ClCCCl.ClCCCl.ClCCCl.ClCCCl

Last column: Löwdin charge in e.
Cartesian coordinates (Å):
C1 1.13 -3.57 1.76  -0.143
N1 1.49 -2.29 2.45  -0.142
C2 1.29 -1.11 1.55  -0.186
C3 -0.26 -0.70 1.48  -0.093
C4 -1.10 -0.57 2.61  0.031
C5 -2.64 -0.20 2.33  -0.267
O1 -3.28 0.55 3.11  0.033
C6 -3.27 -0.86 1.02  -0.099
C7 -4.75 -1.41 0.89  -0.143
C8 -5.17 -2.52 1.97  -0.270
N2 -4.84 -2.19 3.38  -0.026
C9 -2.42 -0.96 -0.12  0.061
C10 -0.94 -0.42 0.05  -0.263
O2 -0.33 0.21 -0.84  0.041
H1 0.97 -4.44 2.49  0.090
H2 0.12 -3.42 1.23  0.081
H3 1.94 -3.89 1.01  0.089
H4 0.97 -2.18 3.33  0.084
H5 1.56 -1.49 0.49  0.107
H6 1.98 -0.25 1.83  0.097
H7 -0.70 -0.72 3.66  0.104
H8 -4.83 -1.92 -0.14  0.114
H9 -5.55 -0.59 0.88  0.122
H10 -4.77 -3.56 1.74  0.119
H11 -6.32 -2.60 1.92  0.114
H12 -5.10 -1.23 3.63  0.067
H13 -3.86 -2.39 3.58  0.062
H14 -2.75 -1.42 -1.10  0.126
Cl1 1.29 1.36 4.08  0.589
C11 0.04 2.58 4.45  -0.634
C12 0.23 3.19 5.82  -0.686
Cl2 -0.09 2.02 7.13  0.533
H15 -0.94 2.10 4.36  0.060
H16 0.12 3.35 3.68  0.078
H17 -0.46 4.02 5.96  0.046
H18 1.25 3.57 5.95  0.030
Cl3 0.52 6.65 7.01  0.555
C13 1.18 6.45 8.65  -0.651
C14 2.69 6.28 8.64  -0.659
Cl4 3.19 4.72 7.93  0.553
H19 0.69 5.60 9.12  0.072
H20 0.92 7.35 9.21  0.072
H21 3.07 6.30 9.66  0.073
H22 3.18 7.08 8.08  0.069
Cl5 4.35 0.52 -4.47  0.539
C15 2.77 -0.13 -3.95  -0.659
C16 2.66 -0.24 -2.45  -0.659
Cl6 3.73 -1.51 -1.79  0.539
H23 2.62 -1.09 -4.44  0.035
H24 2.01 0.56 -4.33  0.074
H25 1.64 -0.51 -2.17  0.048
H26 2.91 0.70 -1.95  0.075
Cl7 2.09 -2.79 -6.80  0.573
C17 3.46 -1.92 -7.54  -0.636
C18 3.01 -0.94 -8.60  -0.652
Cl8 2.37 -1.76 -10.04  0.538
H27 4.16 -2.65 -7.94  0.072
H28 3.97 -1.38 -6.73  0.040
H29 3.85 -0.33 -8.93  0.076
H30 2.23 -0.27 -8.22  0.065
Cl9 -0.87 -0.63 -6.50  0.519
C19 -1.20 -1.93 -7.67  -0.681
C20 -2.00 -1.43 -8.86  -0.666
Cl10 -3.67 -1.00 -8.42  0.533
H31 -1.72 -2.73 -7.15  0.072
H32 -0.23 -2.31 -8.01  0.005
H33 -2.06 -2.22 -9.62  0.074
H34 -1.53 -0.56 -9.32  0.068



(3)
Molecular formula: C5H4O
Method: DFT, wB97M-V/def2-TZVPD

Results
LUMO energy: 0.0 eV
HOMO-LUMO gap: 8.5 eV
HOMO: -8.42 eV

Last column: Löwdin charge in e.
Cartesian coordinates (Å):
C1 0.30 -1.32 -1.03  -0.066
C2 0.89 0.40 0.84  -0.037
C3 -1.17 0.73 -0.15  -0.130
C4 0.22 1.27 -0.30  -0.039
C5 -0.10 -0.35 -0.25  -0.332
O1 0.66 -2.31 -1.51  0.226
H1 1.93 0.16 0.55  0.092
H2 0.64 0.18 1.85  0.080
H3 -1.53 0.56 0.92  0.130
H4 -1.85 0.68 -0.93  0.076



(4)
Molecular formula: C56H44BrGeHfNOP
Method: DFT, wB97M-V/def2-TZVPD

Results
LUMO energy (alpha / beta): -6.0 / -6.2 eV
<S²>: 0.79
HOMO-LUMO gap (alpha / beta): 5.4 / 6.4 eV
Multiplicity: 2
Charge: +2
HOMO (alpha / beta): -11.34 / -12.57 eV

Last column: Löwdin spin population.
Cartesian coordinates (Å):
Hf1 0.49 0.37 -0.16  0.130
O1 1.89 1.46 -1.24  0.006
P1 2.24 0.79 -2.59  0.001
C1 1.53 -0.88 -2.46  0.003
C2 2.18 -1.80 -1.62  0.003
C3 1.74 -3.11 -1.56  0.001
C4 0.64 -3.51 -2.32  0.001
C5 -0.02 -2.60 -3.13  0.003
C6 0.42 -1.28 -3.22  0.003
C7 1.49 1.68 -3.95  0.000
C8 0.75 2.83 -3.71  0.000
C9 0.22 3.53 -4.78  0.000
C10 0.42 3.07 -6.07  0.000
C11 1.17 1.92 -6.31  0.000
C12 1.72 1.23 -5.25  0.000
C13 4.01 0.69 -2.84  0.000
C14 4.67 -0.50 -3.14  0.000
C15 6.04 -0.48 -3.35  0.000
C16 6.74 0.72 -3.29  0.000
C17 6.07 1.91 -3.02  0.000
C18 4.71 1.90 -2.79  0.000
H1 3.05 -1.50 -1.05  0.000
H2 2.26 -3.83 -0.94  0.000
H3 0.30 -4.53 -2.27  0.000
H4 -0.87 -2.91 -3.72  0.000
H5 -0.05 -0.59 -3.90  0.000
H6 0.60 3.18 -2.70  0.000
H7 -0.35 4.43 -4.61  0.000
H8 0.01 3.62 -6.91  0.000
H9 1.35 1.58 -7.32  0.000
H10 2.33 0.35 -5.42  0.000
H11 4.13 -1.43 -3.22  0.000
H12 6.56 -1.40 -3.58  0.000
H13 7.81 0.73 -3.47  0.000
H14 6.62 2.84 -3.00  0.000
H15 4.18 2.82 -2.58  0.000
C19 -3.28 2.46 -3.89  0.000
C20 -2.74 1.27 -3.41  0.000
C21 -2.16 1.25 -2.16  0.002
C22 -2.12 2.39 -1.35  0.000
C23 -2.65 3.58 -1.84  0.000
C24 -3.23 3.61 -3.11  0.000
Ge1 -1.33 2.14 0.44  0.000
C25 -2.73 1.15 1.45  0.000
C26 -2.39 0.59 2.68  0.001
C27 -3.32 -0.08 3.45  0.000
C28 -4.62 -0.23 2.98  0.002
C29 -4.98 0.32 1.76  0.000
C30 -4.04 1.01 0.99  0.000
C31 -1.01 3.78 1.47  0.000
C32 -2.08 4.46 2.04  0.000
C33 -1.86 5.59 2.81  0.000
C34 -0.57 6.04 3.04  0.000
C35 0.51 5.37 2.48  0.000
C36 0.29 4.24 1.70  0.000
H16 -3.74 2.49 -4.86  0.000
H17 -2.80 0.38 -4.02  0.000
H18 -1.79 0.29 -1.76  0.002
H19 -2.62 4.47 -1.23  0.000
H20 -3.65 4.54 -3.48  0.000
H21 -1.38 0.70 3.06  0.000
H22 -3.04 -0.49 4.41  0.000
H23 -5.35 -0.76 3.58  0.001
H24 -6.00 0.23 1.40  0.000
H25 -4.34 1.44 0.04  0.000
H26 -3.09 4.09 1.89  0.000
H27 -2.70 6.12 3.24  0.000
H28 -0.40 6.92 3.65  0.000
H29 1.52 5.71 2.66  0.000
H30 1.13 3.73 1.24  0.000
C37 -0.18 -1.58 0.41  0.159
C38 -0.60 -2.47 1.16  0.038
C39 -1.07 -3.46 2.02  0.260
C40 -2.47 -3.40 2.38  0.019
C41 -3.41 -2.82 1.50  0.051
C42 -4.74 -2.77 1.83  -0.007
C43 -5.18 -3.25 3.05  0.061
C44 -4.27 -3.79 3.95  -0.005
C45 -2.93 -3.86 3.62  0.054
C46 -0.12 -4.46 2.48  0.015
C47 1.26 -4.20 2.42  0.055
C48 2.18 -5.16 2.80  -0.005
C49 1.75 -6.41 3.23  0.068
C50 0.39 -6.68 3.30  -0.007
C51 -0.54 -5.72 2.93  0.059
H31 -3.06 -2.44 0.55  0.001
H32 -5.45 -2.34 1.13  -0.001
H33 -6.23 -3.20 3.31  0.003
H34 -4.61 -4.14 4.92  -0.001
H35 -2.22 -4.23 4.35  0.001
H36 1.59 -3.22 2.10  0.002
H37 3.24 -4.93 2.76  -0.002
H38 2.47 -7.17 3.51  0.004
H39 0.05 -7.65 3.63  -0.002
H40 -1.59 -5.97 2.95  0.002
Br1 1.35 1.83 5.41  0.000
C52 2.20 1.01 3.95  0.000
C53 3.47 0.46 4.05  0.003
C54 4.02 -0.11 2.91  0.000
C55 3.30 -0.12 1.74  0.003
N1 2.07 0.40 1.64  0.005
C56 1.54 0.96 2.73  0.005
H41 4.01 0.48 4.99  0.000
H42 5.01 -0.55 2.94  0.000
H43 3.72 -0.55 0.83  0.000
H44 0.55 1.41 2.64  0.000



(5)
Molecular formula: C4H14AsNO3PS
Method: DFT, wB97M-V/def2-TZVPD

Results
LUMO energy: 3.2 eV
HOMO-LUMO gap: 7.4 eV
Charge: -1
HOMO: -4.17 eV

Last column: Löwdin charge in e.
Cartesian coordinates (Å):
C1 -1.17 0.78 1.50  -0.129
N1 -2.16 -0.24 1.06  -0.181
C2 -3.44 0.42 0.72  -0.128
C3 -1.67 -1.08 -0.02  -0.483
O1 -2.32 -1.21 -1.09  -0.034
C4 -0.32 -1.93 0.10  -0.335
As1 1.26 -0.75 -0.49  0.395
P1 2.91 0.79 -1.11  0.139
O2 3.29 0.77 -2.78  -0.354
O3 4.32 0.63 -0.17  -0.353
S1 2.15 2.59 -0.75  0.033
H1 -0.63 1.31 0.66  0.058
H2 -1.75 1.59 2.06  0.085
H3 -0.47 0.33 2.27  0.081
H4 -3.31 1.36 0.08  0.097
H5 -4.21 -0.28 0.26  0.087
H6 -3.89 0.79 1.71  0.084
H7 -0.35 -2.81 -0.62  0.060
H8 -0.16 -2.34 1.15  0.062
H9 1.30 -0.09 0.93  -0.065
H10 0.21 0.30 -1.03  -0.046
H11 1.35 -1.46 -1.89  -0.066
H12 2.32 -1.79 0.02  -0.077
H13 2.60 1.30 -3.24  0.034
H14 4.12 1.03 0.70  0.035



(6)
Molecular formula: C2H15N2O4
Method: DFT, wB97M-V/def2-TZVPD

Results
LUMO energy: -2.8 eV
HOMO-LUMO gap: 9.1 eV
Charge: +1
HOMO: -11.90 eV

Last column: Löwdin charge in e.
Cartesian coordinates (Å):
C1 -1.29 0.76 0.14  -0.109
C2 -1.44 -0.09 -0.94  -0.151
N1 -2.03 -1.31 -0.73  0.063
N2 -0.50 2.05 0.01  0.167
H1 -1.86 0.80 1.02  0.084
H2 -1.06 -0.01 -2.03  0.161
H3 -1.82 -2.08 -1.28  0.076
H4 -2.41 -1.50 0.26  0.103
H5 0.28 2.08 -0.69  0.136
H6 -0.17 2.16 1.01  0.182
H7 -1.22 2.74 -0.18  0.148
H8 -4.01 -2.23 1.95  0.130
H9 -4.52 -0.64 1.95  0.131
O1 -3.67 -1.25 1.73  -0.184
H10 3.98 -1.37 -1.82  0.075
H11 3.93 -1.36 -0.34  0.014
O2 3.48 -0.99 -1.06  -0.034
H12 3.29 0.08 2.64  -0.062
H13 1.93 -0.67 2.73  0.072
O3 2.72 -0.39 2.20  0.006
H14 2.06 1.34 -2.87  -0.066
H15 2.52 0.67 -1.61  0.059
O4 1.80 1.21 -2.08  0.001



(7)
Molecular formula: C19H26N2O2
Method: DFT, wB97M-V/def2-TZVPD

Results
LUMO energy: 0.8 eV
HOMO-LUMO gap: 9.4 eV
HOMO: -8.66 eV
SMILES: C#CCN[C@H]1CCc2ccc(OC(=O)N(CC)CCCC)cc21

Last column: Löwdin charge in e.
Cartesian coordinates (Å):
O1 2.65 0.98 2.20  0.076
C1 -5.53 1.74 -2.69  0.112
C2 -4.29 1.62 -2.61  -0.142
O2 0.59 0.29 2.91  0.073
C3 1.88 0.09 2.60  -0.490
C4 0.02 2.55 3.12  -0.011
C5 -0.75 3.60 2.68  -0.008
C6 -0.28 1.36 1.00  0.065
C7 0.02 1.41 2.35  -0.268
C8 -1.32 3.50 1.36  -0.142
C9 -0.88 2.50 0.46  -0.154
N1 2.37 -1.19 2.60  -0.045
N2 -2.48 1.92 -1.07  -0.010
C10 -2.87 1.63 -2.50  -0.231
C11 0.56 -2.63 1.88  -0.099
C12 5.05 -2.24 -1.44  -0.081
C13 -2.14 4.50 0.54  -0.090
C14 1.53 -2.31 2.96  -0.235
C15 3.76 -1.52 2.17  -0.124
C16 -1.25 2.71 -1.00  -0.294
C17 -1.53 4.21 -0.94  -0.105
C18 4.96 -2.33 0.11  -0.249
C19 4.01 -1.33 0.69  -0.210
H1 -6.58 1.79 -2.95  0.021
H2 0.53 2.69 4.09  0.136
H3 -1.07 4.47 3.32  0.129
H4 -0.21 0.47 0.36  0.138
H5 -2.58 1.11 -0.47  0.122
H6 -2.51 0.68 -2.85  0.110
H7 -2.52 2.39 -3.18  0.114
H8 0.98 -2.39 0.91  0.070
H9 -0.49 -2.20 1.99  0.105
H10 0.53 -3.69 1.88  0.053
H11 5.75 -2.84 -1.93  0.048
H12 4.05 -2.34 -1.67  0.040
H13 5.33 -1.21 -1.70  0.083
H14 -2.02 5.54 0.77  0.095
H15 -3.16 4.20 0.67  0.100
H16 2.09 -3.26 3.19  0.133
H17 0.88 -2.06 3.84  0.132
H18 4.05 -2.46 2.50  0.091
H19 4.37 -0.73 2.72  0.147
H20 -0.51 2.37 -1.83  0.169
H21 -2.28 4.59 -1.72  0.131
H22 -0.72 4.85 -1.00  0.078
H23 5.91 -2.20 0.54  0.094
H24 4.62 -3.34 0.28  0.101
H25 4.36 -0.31 0.63  0.108
H26 3.06 -1.24 0.16  0.114



(8)
Molecular formula: C5H37NO14
Method: DFT, wB97M-V/def2-TZVPD

Results
LUMO energy: 0.2 eV
HOMO-LUMO gap: 8.1 eV
HOMO: -7.94 eV

Last column: Löwdin charge in e.
Cartesian coordinates (Å):
C1 -1.85 1.28 -0.39  -0.039
N1 0.83 0.45 0.75  0.086
C2 -0.34 -0.24 1.07  -0.181
C3 -1.51 0.14 0.54  -0.275
C4 -2.69 -0.44 1.18  -0.176
C5 -3.97 -0.52 0.82  -0.011
H1 -1.84 2.28 0.04  0.075
H2 -2.84 1.15 -0.86  0.058
H3 -1.22 1.37 -1.29  0.077
H4 0.94 0.81 -0.18  0.076
H5 1.67 0.16 1.22  0.054
H6 -0.28 -1.09 1.72  0.088
H7 -2.57 -0.88 2.20  0.109
H8 -4.40 -0.24 -0.13  0.039
H9 -4.79 -0.82 1.48  0.051
H10 2.75 1.66 -1.05  0.002
H11 3.72 1.89 -1.95  0.062
O1 2.86 1.42 -2.01  -0.090
H12 1.64 0.96 3.45  0.020
H13 2.67 0.13 4.03  0.053
O2 2.60 0.99 3.59  -0.047
H14 -2.52 -0.24 -4.09  0.006
H15 -3.45 0.52 -3.11  0.030
O3 -3.01 0.60 -3.96  -0.091
H16 0.08 -0.50 3.30  -0.010
H17 -0.67 0.72 3.51  0.003
O4 -0.35 -0.03 4.02  -0.058
H18 1.02 -2.73 -1.27  0.037
H19 -0.01 -3.73 -1.40  0.020
O5 0.76 -3.56 -0.84  -0.070
H20 -1.25 -1.88 -3.65  0.052
H21 -2.59 -2.68 -3.56  0.054
O6 -2.19 -1.83 -3.43  -0.036
H22 -0.15 2.24 -4.33  0.042
H23 -1.41 1.60 -4.59  0.032
O7 -0.55 1.38 -4.19  -0.069
H24 0.85 -2.93 1.82  0.045
H25 1.49 -2.65 0.53  0.002
O8 1.62 -2.47 1.48  -0.068
H26 3.10 2.00 1.62  0.037
H27 4.03 1.39 0.66  0.053
O9 3.25 1.96 0.67  -0.073
H28 -1.63 -2.79 -0.94  0.043
H29 -2.55 -3.99 -0.79  0.074
O10 -1.82 -3.65 -1.33  -0.058
H30 4.06 -1.67 1.56  0.047
H31 4.07 -0.52 2.60  0.021
O11 4.11 -0.71 1.66  -0.057
H32 -2.10 2.44 3.29  0.043
H33 -0.90 3.16 2.64  0.014
O12 -1.19 2.68 3.43  -0.038
H34 0.72 3.86 0.29  0.058
H35 0.41 2.42 0.92  -0.012
O13 0.21 3.36 0.95  -0.057
H36 0.66 -0.27 -3.57  0.014
H37 1.74 -0.33 -2.51  0.004
O14 0.86 -0.67 -2.71  -0.064